# 1
ORCA calculation (ωB97M-V/def2-TZVPD) on an isolated ion of composition C3H10NS and charge +1 in a non-equilibrium geometry.

XYZ file:
```
15
Properties=species:S:1:pos:R:3:mulliken_charge:R:1
C -1.56 0.37 -0.10 -0.514
N -1.82 1.09 -1.29 -0.422
H -2.07 0.61 0.83 0.396
H -1.77 -0.71 -0.19 0.322
H -2.75 1.47 -1.12 0.259
H -1.09 1.74 -1.54 0.275
C 0.63 -1.21 -1.08 -0.807
S 0.38 0.35 0.39 -0.035
C 1.99 -0.09 1.80 -0.678
H 0.14 -2.00 -0.52 0.370
H 1.66 -0.94 -1.13 0.395
H 0.08 -0.61 -1.81 0.349
H 1.86 0.69 2.58 0.327
H 1.55 -1.04 2.01 0.380
H 2.78 0.28 1.17 0.382
```

Calculated values
LUMO = -0.2163 Ha
Kohn-Sham gap = 8.18 eV
total charge = +1
energy = -15587.5738 eV
E_HOMO = -14.1 eV



# 2
ORCA calculation (ωB97M-V/def2-TZVPD) on one molecule with the formula C3H3N3S in a non-equilibrium geometry.

XYZ file:
```
10
Properties=species:S:1:pos:R:3:mulliken_charge:R:1
C -0.15 0.19 0.71 0.300
C 0.58 -0.97 0.44 0.496
C -0.50 0.71 -0.60 0.119
N -0.04 0.69 1.89 -0.551
N 0.75 -2.11 0.12 -0.171
N -0.68 -0.17 -1.53 -0.704
S -0.22 2.39 -0.73 -0.402
H -0.58 1.55 2.10 0.311
H 1.50 -2.76 -0.03 0.335
H -0.66 0.48 -2.39 0.268
```

Calculated values
LUMO (alpha / beta) = -0.0951 / -0.0951 Ha
Kohn-Sham gap (alpha / beta) = 5.11 / 5.11 eV
energy = -18460.5354 eV
E_HOMO (alpha / beta) = -7.7 / -7.7 eV



# 3
ORCA calculation (ωB97M-V/def2-TZVPD) on a 7-piece molecular cluster, C24H47N7O8 overall in a non-equilibrium geometry.

XYZ file:
```
86
Properties=species:S:1:pos:R:3:mulliken_charge:R:1
O -5.94 2.91 -7.12 -0.504
N -4.73 3.41 -7.02 0.819
O -4.20 4.43 -7.56 -0.510
C -3.75 2.71 -6.11 0.079
C -4.13 1.64 -5.25 -0.369
C -3.16 0.69 -4.57 -0.320
C -1.69 0.96 -4.65 0.013
C -1.32 2.04 -5.45 -0.657
C -2.25 2.86 -6.30 -0.548
H -5.22 1.48 -5.18 0.413
H -3.59 -0.21 -3.96 0.323
H -0.81 0.42 -3.94 0.385
H -0.34 2.19 -5.60 0.616
H -1.92 3.72 -6.89 0.365
C 1.79 -1.13 -0.16 -0.862
N 1.06 -0.75 -1.41 0.279
C -0.09 -0.04 -1.26 0.282
C 1.74 -1.02 -2.60 -0.207
O 1.40 -0.47 -3.63 -0.556
H 2.35 -2.12 -0.10 0.186
H 0.97 -1.28 0.54 0.144
H 2.56 -0.33 0.00 0.357
H -0.60 0.66 -2.17 -0.686
H -0.17 0.69 -0.33 -0.035
H -1.01 -0.64 -0.98 0.315
H 2.61 -1.50 -2.54 0.562
C 1.72 -5.25 0.51 -1.019
N 2.56 -4.88 1.67 0.259
C 3.98 -4.52 1.44 -1.127
C 2.05 -4.82 2.99 -0.050
O 2.82 -4.73 3.96 -0.626
H 2.28 -5.47 -0.25 0.371
H 1.24 -4.29 0.10 0.236
H 1.15 -6.03 0.95 0.434
H 4.21 -3.73 1.71 0.336
H 4.27 -4.84 0.40 0.271
H 4.68 -4.94 2.09 0.503
H 1.05 -5.20 3.06 0.431
C -3.01 3.09 -0.84 -0.642
N -4.31 2.42 -1.05 0.272
C -4.30 1.00 -0.99 -1.214
C -5.46 3.08 -1.21 0.116
O -6.49 2.53 -1.56 -0.590
H -3.30 4.10 -0.61 0.313
H -2.43 2.82 -1.82 0.122
H -2.35 2.70 -0.07 0.206
H -3.40 0.42 -0.99 0.172
H -4.96 0.54 -1.92 0.143
H -4.61 0.65 -0.14 0.853
H -5.37 4.18 -1.12 0.262
C 1.24 3.98 -0.35 -0.800
N 0.92 3.40 0.98 0.373
C 1.55 2.21 1.35 -0.696
C 0.04 4.03 1.73 -0.021
O -0.52 3.51 2.75 -0.633
H 0.88 4.94 -0.62 0.364
H 0.72 3.27 -1.09 0.203
H 2.37 3.73 -0.55 0.281
H 1.91 1.69 0.52 0.237
H 0.79 1.55 2.00 0.051
H 2.48 2.55 1.97 0.295
H -0.23 4.99 1.42 0.385
C 6.19 -1.38 3.54 -0.930
N 4.94 -0.78 2.99 0.210
C 5.12 0.46 2.12 -0.705
C 3.71 -1.14 3.41 -0.206
O 2.68 -0.77 2.73 -0.511
H 6.11 -1.77 4.53 0.411
H 7.10 -0.65 3.48 0.289
H 6.41 -2.36 3.13 0.306
H 4.45 0.54 1.15 0.061
H 6.20 0.61 1.83 0.390
H 5.01 1.40 2.87 0.269
H 3.74 -1.81 4.21 0.443
C -0.79 -1.89 3.74 -0.762
N -2.22 -1.79 3.34 0.137
C -3.10 -2.59 4.10 -1.306
C -2.62 -0.92 2.35 0.298
O -3.80 -0.71 2.00 -0.678
H -0.25 -2.77 3.87 0.419
H -0.71 -1.41 4.61 0.429
H -0.21 -1.52 2.99 -0.058
H -3.93 -2.72 3.72 0.525
H -3.18 -2.06 5.07 0.347
H -2.75 -3.57 4.13 0.374
H -1.78 -0.38 1.89 0.289
```

Calculated values
LUMO = -0.0317 Ha
Kohn-Sham gap = 8.00 eV
energy = -52445.8480 eV
E_HOMO = -8.9 eV
SMILES string = O=[N+]([O-])c1ccccc1.CN(C)C=O.CN(C)C=O.CN(C)C=O.CN(C)C=O.CN(C)C=O.CN(C)C=O



> Look up the energy of the second one.

-18460.5354 eV



> The lowest energy belongs to which entry?

C24H47N7O8



> The highest energy belongs to which entry?

C3H10NS